# 1
Here is a structure of composition C24H45ClO4P2Rh from the OMol25 dataset. Energies are from wB97M-V/def2-TZVPD.

Last column: Löwdin spin population.
Cartesian coordinates (Å):
Rh: 1.254 -0.620 -0.413  1.33
C: 0.801 0.584 2.479  0.25
C: 2.016 1.206 2.538  0.11
C: 0.815 2.459 1.026  0.26
C: -0.125 1.300 1.455  0.03
C: 2.025 2.348 1.651  0.14
C: 0.323 -0.505 3.338  0.04
H: 1.093 -1.276 3.475  0.00
H: -0.572 -0.972 2.908  0.00
H: 0.069 -0.116 4.338  0.02
C: -1.423 1.804 2.088  0.01
H: -2.001 0.944 2.446  0.00
H: -2.024 2.334 1.339  0.00
H: -1.200 2.472 2.926  0.00
C: 0.378 3.563 0.158  0.04
H: 0.615 4.530 0.635  0.01
H: -0.706 3.535 -0.021  0.00
H: 0.886 3.560 -0.821  0.01
C: 3.191 3.258 1.497  0.01
H: 3.522 3.635 2.474  0.00
H: 2.932 4.114 0.866  0.00
H: 4.040 2.732 1.040  0.01
C: 3.149 0.800 3.417  0.01
H: 3.144 1.369 4.363  0.00
H: 4.118 0.978 2.928  0.00
H: 3.084 -0.267 3.678  0.00
C: 0.502 -2.355 -0.801  0.13
C: 1.002 -2.267 0.560  0.05
C: 2.312 -2.885 1.014  0.01
C: 3.530 -1.999 0.679  0.01
C: 3.155 -0.835 -0.209  0.13
C: 2.714 -1.066 -1.574  0.02
C: 2.623 -2.464 -2.160  0.00
C: 1.256 -3.119 -1.874  0.01
H: 2.443 -3.903 0.617  0.00
H: 4.317 -2.616 0.233  0.00
H: 2.240 -2.958 2.108  0.00
H: 1.390 -4.177 -1.589  0.00
H: -0.590 -2.316 -0.896  0.02
H: 0.220 -2.258 1.334  0.01
H: 0.654 -3.113 -2.797  0.00
H: 2.755 -2.401 -3.248  0.00
H: 2.916 -0.261 -2.284  0.01
H: 3.432 -3.095 -1.783  0.00
H: 3.932 -1.572 1.609  0.00
H: 3.686 0.105 -0.031  0.03
P: -3.462 -1.816 0.762  0.59
C: -4.813 -0.857 1.576  0.09
H: -5.743 -1.435 1.537  0.02
H: -4.944 0.123 1.100  0.00
H: -4.517 -0.713 2.622  0.00
C: -3.935 -1.546 -0.997  0.08
H: -4.699 -2.276 -1.302  0.02
H: -3.026 -1.703 -1.594  0.00
H: -4.297 -0.516 -1.153  0.00
C: -4.171 -3.499 0.999  0.08
H: -3.698 -4.205 0.306  0.00
H: -5.252 -3.461 0.831  0.02
H: -3.961 -3.824 2.026  0.00
P: 0.330 0.795 -2.938  0.06
C: 1.336 2.293 -3.195  0.02
H: 2.039 2.126 -4.025  0.00
H: 1.917 2.465 -2.276  0.00
H: 0.697 3.164 -3.394  0.00
C: 0.277 -0.215 -4.452  0.01
H: 1.258 -0.685 -4.609  0.00
H: 0.004 0.403 -5.319  0.00
H: -0.460 -1.019 -4.310  0.00
C: -1.372 1.343 -2.615  0.01
H: -1.732 2.009 -3.412  0.00
H: -1.425 1.860 -1.646  0.00
H: -2.037 0.469 -2.526  0.00
O: -4.876 1.664 -0.719  0.01
Cl: -4.413 3.025 -1.159  0.01
O: -5.388 4.049 -0.700  0.01
O: -3.068 3.294 -0.532  0.01
O: -0.464 0.471 0.401  0.22

**Largest force on an atom**: 10.09 eV/A
**Calculated total energy**: -67896.57475 eV
**Kohn-Sham gap (spin up / spin down)**: 6.542 / 2.801 eV
**Relative energy (zero: lowest compared OMol25 entry of this formula, charge and spin)**: 39.75 kcal per mole
**Charge**: +1
**Expectation value of S²**: 6.024
**LUMO energy (spin up / spin down)**: -3.02 / -7.11 eV
**Spin multiplicity**: 5

***

# 2
Here is a structure of composition C24H45ClO4P2Ru from the OMol25 dataset. Energies are from wB97M-V/def2-TZVPD.

Last column: Löwdin spin population.
Cartesian coordinates (Å):
Ru: -0.315 0.370 0.529  1.05
C: 1.517 0.134 1.912  0.05
C: 2.049 0.433 0.559  0.13
C: 0.725 2.301 1.176  0.06
C: 0.737 1.343 2.347  0.06
C: 1.535 1.759 0.111  0.00
C: 2.047 -0.932 2.827  0.00
H: 2.302 -1.878 2.308  0.00
H: 1.356 -1.207 3.646  0.00
H: 2.992 -0.600 3.329  0.00
C: 0.437 1.608 3.723  0.03
H: 0.447 0.797 4.429  0.00
H: -0.654 1.935 3.855  0.01
H: 0.917 2.474 4.133  0.00
C: 0.176 3.669 1.267  0.01
H: 0.960 4.406 1.555  0.00
H: -0.622 3.798 2.030  0.00
H: -0.265 4.050 0.326  0.00
C: 2.175 2.710 -0.855  0.00
H: 3.052 3.191 -0.359  0.00
H: 1.523 3.561 -1.140  0.00
H: 2.586 2.318 -1.813  0.00
C: 3.361 -0.117 0.212  0.02
H: 4.124 0.279 0.934  0.01
H: 3.769 0.177 -0.769  0.00
H: 3.462 -1.223 0.316  0.00
C: -0.008 -2.493 -1.947  0.16
C: 1.140 -2.671 -1.344  0.16
C: 2.322 -3.327 -1.974  0.02
C: 2.984 -2.398 -3.008  0.02
C: 2.304 -1.083 -3.156  0.29
C: 1.137 -0.954 -3.825  0.30
C: 0.410 -2.110 -4.399  0.03
C: -0.298 -2.968 -3.337  0.01
H: 2.007 -4.268 -2.456  0.00
H: 2.976 -2.919 -3.984  0.01
H: 3.055 -3.652 -1.199  0.00
H: 0.000 -4.022 -3.441  0.00
H: -0.893 -1.928 -1.549  0.02
H: 1.402 -2.322 -0.300  0.01
H: -1.397 -2.975 -3.516  0.00
H: -0.287 -1.779 -5.198  0.00
H: 0.813 0.044 -4.190  0.01
H: 1.112 -2.755 -4.955  0.01
H: 4.074 -2.291 -2.830  0.00
H: 2.904 -0.154 -2.971  0.01
P: -1.494 -1.311 1.819  0.01
C: -1.709 -0.949 3.619  0.00
H: -2.389 -1.685 4.077  0.00
H: -2.150 0.040 3.839  0.00
H: -0.761 -1.019 4.176  0.00
C: -3.256 -1.717 1.437  0.00
H: -3.685 -2.369 2.232  0.00
H: -3.360 -2.270 0.487  0.00
H: -3.888 -0.819 1.377  0.00
C: -0.900 -3.042 2.124  0.01
H: -0.966 -3.676 1.228  0.00
H: -1.532 -3.535 2.898  0.00
H: 0.137 -3.076 2.494  0.00
P: -1.598 1.299 -1.259  0.04
C: -0.863 2.643 -2.328  0.00
H: -1.447 2.733 -3.268  0.00
H: 0.185 2.522 -2.599  0.00
H: -0.911 3.643 -1.836  0.00
C: -2.865 0.401 -2.278  0.01
H: -2.447 -0.029 -3.205  0.00
H: -3.677 1.071 -2.638  0.00
H: -3.364 -0.408 -1.715  0.00
C: -2.916 2.562 -0.839  0.01
H: -3.301 3.060 -1.764  0.00
H: -2.542 3.361 -0.195  0.00
H: -3.789 2.107 -0.367  0.00
O: -2.800 1.773 4.283  0.19
Cl: -2.178 2.519 3.268  0.29
O: -2.957 2.778 2.218  0.11
O: -1.526 3.708 3.774  0.20
O: -1.199 1.355 1.930  0.64

**Largest force on an atom**: 8.16 eV/A
**Calculated total energy**: -67458.18746 eV
**Kohn-Sham gap (spin up / spin down)**: 6.692 / 3.648 eV
**Relative energy (zero: lowest compared OMol25 entry of this formula, charge and spin)**: 102.63 kcal per mole
**Charge**: +2
**Expectation value of S²**: 6.043
**LUMO energy (spin up / spin down)**: -6.19 / -10.40 eV
**Spin multiplicity**: 5

***

# 3
Here is a structure of composition C24H46Cl3MnN2O4Si from the OMol25 dataset. Energies are from wB97M-V/def2-TZVPD.

Last column: Löwdin spin population.
Cartesian coordinates (Å):
C: -1.522 -2.005 -3.537  0.00
C: -1.090 -2.985 -2.500  0.00
H: -1.234 -2.311 -4.544  0.00
H: -1.094 -1.007 -3.335  0.00
H: -2.617 -1.895 -3.526  0.00
C: -0.591 -4.214 -2.730  0.00
C: -0.397 -4.824 -4.082  0.00
H: -0.306 -4.855 -1.885  0.00
H: -0.610 -4.116 -4.890  0.00
H: -1.046 -5.700 -4.217  0.00
H: 0.634 -5.186 -4.203  0.00
Mn: 0.027 0.328 -0.584  3.88
Cl: -2.106 0.432 0.031  0.01
Cl: 0.035 1.377 -2.678  0.11
H: 0.671 4.484 3.075  0.00
H: -1.376 5.480 2.066  0.00
C: 1.042 4.186 2.089  0.00
C: -1.009 5.191 1.079  0.00
N: -0.098 4.050 1.189  0.01
H: 1.580 3.238 2.150  0.00
C: -0.280 2.954 0.463  0.01
O: 0.473 1.934 0.571  0.01
H: -1.847 4.892 0.447  0.00
H: -1.118 2.935 -0.244  0.00
H: 1.705 4.975 1.716  0.00
H: -0.506 6.056 0.634  0.00
H: 1.444 -1.738 -3.437  0.00
H: 2.450 -3.707 -2.086  0.00
C: 2.289 -1.118 -3.107  0.00
C: 3.282 -3.021 -1.915  0.00
N: 2.789 -1.654 -1.849  0.00
H: 1.936 -0.088 -3.000  0.00
C: 2.630 -1.069 -0.660  0.01
O: 1.972 -0.008 -0.452  0.02
H: 3.746 -3.260 -0.967  0.00
H: 3.120 -1.614 0.158  0.00
H: 3.080 -1.183 -3.865  0.00
H: 4.002 -3.120 -2.729  0.00
O: -0.032 -1.563 -0.979  -0.06
C: -1.097 -2.415 -1.069  0.00
C: 0.191 -3.949 0.549  0.00
C: -1.018 -3.465 0.040  0.00
H: 1.130 -3.501 0.222  0.00
C: 0.175 -5.032 1.441  0.00
H: -2.057 -1.879 -0.988  0.00
C: -2.231 -3.994 0.479  0.00
H: 1.121 -5.469 1.771  0.00
C: -1.040 -5.575 1.860  0.00
C: -2.251 -5.051 1.385  0.00
H: -3.144 -3.580 0.037  0.00
H: -1.047 -6.424 2.542  0.00
H: -3.205 -5.485 1.684  0.00
Si: -0.368 4.401 -5.175  0.00
Cl: -0.539 2.432 -5.967  0.00
C: 1.470 4.627 -4.942  0.00
C: -1.564 4.275 -3.759  0.00
C: -0.899 5.888 -6.239  0.00
H: 1.895 3.713 -4.508  0.00
H: 1.677 5.467 -4.265  0.00
H: 1.976 4.833 -5.900  0.00
H: -0.268 6.081 -7.114  0.00
H: -0.830 6.789 -5.612  0.00
H: -1.936 5.841 -6.587  0.00
H: -1.327 3.355 -3.192  0.00
H: -2.592 4.170 -4.137  0.00
H: -1.514 5.124 -3.068  0.00
C: -1.637 -1.303 3.566  0.00
C: -0.691 -0.256 3.046  0.00
O: 0.244 -0.840 2.105  0.01
C: 1.380 -1.468 2.731  0.00
C: 2.510 -0.484 2.939  0.00
H: -2.173 -1.726 2.717  0.00
H: -2.332 -0.829 4.258  0.00
H: -1.117 -2.111 4.099  0.00
H: -1.236 0.484 2.447  0.00
H: -0.168 0.251 3.872  0.00
H: 1.075 -1.929 3.681  0.00
H: 1.679 -2.265 2.044  0.00
H: 2.241 0.221 3.740  0.00
H: 3.428 -1.005 3.234  0.00
H: 2.680 0.050 2.011  0.00

**Largest force on an atom**: 2.55 eV/A
**Calculated total energy**: -113574.66485 eV
**Kohn-Sham gap (spin up / spin down)**: 7.217 / 8.634 eV
**Relative energy (zero: lowest compared OMol25 entry of this formula, charge and spin)**: 0.00 kcal per mole
**Expectation value of S²**: 6.108
**LUMO energy (spin up / spin down)**: -0.98 / 0.38 eV
**Spin multiplicity**: 5